[1]
A structure of composition C29H41Cl2N4O5PPdS in a non-equilibrium geometry. Source: the OMol25 dataset; level of theory: ωB97M-V with the def2-TZVPD basis set.

The charge is -2. As for the HOMO-LUMO gap: 4.508 eV. The value obtained for the energy above the lowest of the compared OMol25 structures with the same formula, charge and spin is 46.7 kcal per mole. The value obtained for the LUMO energy is 3.56 eV.

Atoms and positions in Å:
1 Pd 0.50 0.34 0.41
2 Cl -1.74 -4.23 -2.45
3 C -2.43 -3.12 -1.21
4 Cl -3.86 -2.29 -1.88
5 C -1.31 -2.17 -0.65
6 O -0.49 -2.81 0.03
7 O -1.41 -0.97 -0.93
8 H -2.79 -3.75 -0.41
9 C -0.54 -0.45 5.31
10 C -0.27 -0.81 3.85
11 C -1.57 -1.22 3.16
12 P 0.66 0.38 2.71
13 C 0.36 2.13 3.37
14 C -1.13 2.45 3.22
15 C 0.87 2.64 4.72
16 C 2.43 0.00 3.22
17 C 2.78 -0.18 4.71
18 C 2.89 -1.26 2.49
19 H -1.02 -1.30 5.82
20 H -1.24 0.39 5.39
21 H 0.35 -0.20 5.87
22 H 0.39 -1.69 3.83
23 H -2.28 -0.38 3.13
24 H -2.05 -2.05 3.70
25 H -1.38 -1.53 2.13
26 H 0.90 2.70 2.60
27 H -1.71 2.02 4.04
28 H -1.52 2.06 2.28
29 H -1.30 3.54 3.24
30 H 0.47 2.07 5.56
31 H 0.56 3.68 4.86
32 H 1.96 2.61 4.78
33 H 2.99 0.85 2.82
34 H 2.30 -1.07 5.10
35 H 2.49 0.66 5.33
36 H 3.86 -0.32 4.82
37 H 2.55 -2.16 3.02
38 H 3.99 -1.30 2.43
39 H 2.49 -1.29 1.47
40 O -7.47 6.78 -3.85
41 S -6.66 5.73 -4.42
42 O -6.98 4.39 -3.98
43 O -6.40 5.86 -5.85
44 C -5.02 6.08 -3.70
45 N -4.54 7.31 -3.94
46 C -3.37 7.60 -3.40
47 C -2.65 6.69 -2.63
48 C -3.22 5.44 -2.46
49 N -4.40 5.13 -3.00
50 C -2.52 4.39 -1.67
51 C -2.75 3.04 -1.88
52 C -2.01 2.09 -1.16
53 N -1.10 2.43 -0.25
54 C -0.94 3.73 0.00
55 C -1.60 4.73 -0.68
56 H -2.97 8.59 -3.61
57 H -1.69 6.95 -2.22
58 H -3.49 2.73 -2.60
59 H -2.12 1.02 -1.33
60 H -0.25 3.97 0.81
61 H -1.41 5.77 -0.43
62 C 1.77 4.26 -2.13
63 N 1.41 2.96 -1.54
64 C 0.84 2.05 -2.58
65 C 2.57 2.39 -0.65
66 C 3.11 1.08 -1.11
67 C 4.30 0.97 -1.84
68 C 4.68 -0.28 -2.33
69 C 3.83 -1.37 -2.09
70 C 2.65 -1.22 -1.36
71 C 2.24 0.02 -0.82
72 H 0.94 4.64 -2.71
73 H 2.63 4.11 -2.77
74 H 2.02 4.96 -1.34
75 H 0.63 3.09 -0.87
76 H 1.59 1.89 -3.35
77 H -0.04 2.54 -2.98
78 H 0.58 1.10 -2.10
79 H 2.08 2.21 0.30
80 H 3.32 3.19 -0.59
81 H 4.94 1.83 -2.00
82 H 5.60 -0.40 -2.88
83 H 4.09 -2.35 -2.48
84 H 2.03 -2.09 -1.18

Population analysis type Mulliken, resulting atomic charges in e: 0.495 -0.237 0.029 -0.216 0.161 -0.646 -0.506 0.270 -1.650 0.879 -1.145 0.273 1.269 -1.745 -1.685 0.601 -1.681 -1.516 0.452 0.252 0.258 0.445 0.230 0.484 -0.037 -0.162 0.311 0.226 0.463 0.196 0.488 0.349 0.345 0.265 0.313 0.480 0.374 0.452 0.061 -0.696 1.190 -0.667 -0.697 0.132 -0.507 -0.366 -0.659 0.100 -0.380 1.418 -0.905 -0.799 0.324 -0.374 -1.130 0.388 0.355 0.607 0.603 0.622 0.421 -0.999 1.505 -1.349 -0.376 0.838 -0.609 -0.563 -0.617 -0.466 -0.617 0.355 0.357 0.351 -0.680 0.535 0.434 0.322 -0.512 0.443 0.320 0.349 0.389 0.416

[2]
An isolated molecule of C4H5NO2 in a non-equilibrium geometry. Source: the OMol25 dataset; level of theory: ωB97M-V with the def2-TZVPD basis set.

The charge is 0. As for the HOMO-LUMO gap (alpha / beta): 9.390 / 9.390 eV. Its SMILES is [O-][N+]1=COC=CC1. The value obtained for the energy above the lowest of the compared OMol25 structures with the same formula, charge and spin is 101.0 kcal per mole. The value obtained for the LUMO energy (alpha / beta) is 0.84 / 0.84 eV.

Atoms and positions in Å:
1 O -2.73 0.42 0.40
2 N -1.66 -0.09 -0.07
3 C -1.39 -1.33 -0.05
4 O -0.10 -1.83 -0.37
5 C 0.87 -1.06 0.23
6 C 0.78 0.27 0.30
7 C -0.35 0.87 -0.45
8 H -2.21 -2.16 -0.02
9 H 1.67 -1.64 0.67
10 H 1.57 0.99 0.67
11 H -0.63 1.88 -0.30
12 H -0.13 0.69 -1.50

Population analysis type Mulliken, resulting atomic charges in e: -0.668 0.417 -0.112 -0.369 -0.086 -0.341 -0.457 0.340 0.390 0.307 0.379 0.201

[3]
The ion C4H4F3N4O with charge +1 in a non-equilibrium geometry. Source: the OMol25 dataset; level of theory: ωB97M-V with the def2-TZVPD basis set.

The charge is +1. As for the HOMO-LUMO gap: 8.347 eV. Its SMILES is NC(=O)C1=NC(F)=[NH+][C@@H](F)N1F. The value obtained for the energy above the lowest of the compared OMol25 structures with the same formula, charge and spin is 0.0 kcal per mole. The value obtained for the LUMO energy is -6.52 eV.

Atoms and positions in Å:
1 N -0.05 2.15 -1.87
2 C -0.76 0.99 -1.78
3 O -1.60 0.59 -2.52
4 C -0.28 0.30 -0.53
5 N 0.95 0.36 -0.22
6 C 1.56 -0.35 0.65
7 F 2.86 -0.42 0.74
8 N 0.92 -1.23 1.44
9 C -0.53 -1.20 1.49
10 F -0.97 -0.24 2.40
11 N -0.99 -0.75 0.25
12 F -2.25 -1.12 -0.09
13 H 0.76 2.15 -1.23
14 H -0.14 2.73 -2.72
15 H 1.43 -1.68 2.12
16 H -0.89 -2.27 1.87

Population analysis type Mulliken, resulting atomic charges in e: -0.317 0.153 -0.458 0.605 -0.362 0.468 -0.169 -0.065 0.162 -0.272 0.240 -0.151 0.279 0.288 0.201 0.399

Number 1: E_tot -95585.2602 eV. Number 2: E_tot -9809.9343 eV. Number 3: E_tot -20362.8764 eV.